[1]
The following is a DFT calculation (ωB97M-V/def2-TZVPD) of a structure of composition C39H39FIrN4O3S in a non-equilibrium geometry.

As for the net charge: +2. The frontier orbital gap (alpha / beta) is 4.98 / 5.34 eV. The total energy is -2556.21159 hartree. As for the HOMO energy (alpha / beta): -13.48 / -13.48 eV. Its multiplicity is 2. The value obtained for the LUMO energy (alpha / beta) is -0.312 / -0.299 Ha. The expectation value of S² is 0.8239.

Positions of all 88 atoms, in Å:
Ir  0.1831  0.1105  -0.1385
C  2.6159  -3.6863  -6.3726
C  1.3651  -4.2404  -5.6929
C  1.3693  -5.7569  -5.5529
C  2.4989  -6.2049  -4.6334
C  2.4505  -5.4605  -3.3285
C  3.0195  -5.9959  -2.1949
C  2.9575  -5.3100  -0.9842
F  3.5109  -5.8583  0.1011
C  2.3382  -4.0952  -0.8727
C  1.7520  -3.5287  -2.0100
C  1.0829  -2.2432  -1.8903
O  1.0874  -1.6775  -0.7423
C  0.4994  -1.7509  -3.0688
C  0.5996  -2.4647  -4.2453
N  1.2296  -3.6240  -4.3565
C  1.8109  -4.2044  -3.2448
C  -0.2749  -0.4484  -3.1493
O  -0.5862  -0.0395  -4.2450
O  -0.5807  0.1272  -2.0276
H  2.7633  -4.1827  -7.3304
H  3.5055  -3.8369  -5.7617
H  2.5057  -2.6183  -6.5580
H  0.4923  -3.9415  -6.2749
H  1.4830  -6.2051  -6.5386
H  0.4115  -6.0835  -5.1412
H  3.4661  -6.0317  -5.1125
H  2.4291  -7.2754  -4.4436
H  3.5114  -6.9590  -2.2282
H  2.2964  -3.5765  0.0740
H  0.1478  -2.0459  -5.1356
S  2.8994  0.4442  0.0440
C  2.6040  1.7634  -1.0262
C  3.5892  2.6184  -1.5073
C  3.2027  3.6088  -2.3959
C  1.8699  3.7013  -2.7821
C  0.9568  2.8106  -2.2416
N  1.3344  1.8858  -1.3677
H  4.6124  2.4989  -1.1801
H  3.9390  4.2964  -2.7880
H  1.5433  4.4484  -3.4894
H  -0.0913  2.8303  -2.5125
C  0.2320  4.3646  0.6822
C  -0.9714  3.9178  -0.1002
C  -1.6524  4.8125  -0.9145
C  -2.7797  4.4235  -1.6194
C  -3.2872  3.1416  -1.4639
C  -2.6506  2.2214  -0.6473
C  -3.2462  0.8683  -0.3912
C  -1.4660  2.6085  0.0078
N  -0.7816  1.6510  0.7855
C  -0.8344  1.5988  2.0920
C  -1.6296  2.5840  2.8748
C  -0.1296  0.5015  2.6821
C  -0.0593  0.2477  4.1459
N  0.4225  -0.3336  1.8335
C  1.0756  -1.5152  2.2750
C  2.3488  -1.4857  2.8751
C  3.0963  -0.2177  3.1730
C  2.9351  -2.6979  3.2308
C  2.2888  -3.8992  3.0177
C  1.0232  -3.9122  2.4486
C  0.4058  -2.7344  2.0645
C  -0.9804  -2.7450  1.4830
H  0.7626  5.1505  0.1488
H  0.9131  3.5377  0.8842
H  -0.0825  4.7824  1.6417
H  -1.2890  5.8287  -0.9958
H  -3.2680  5.1221  -2.2847
H  -4.1981  2.8540  -1.9711
H  -4.1085  0.6959  -1.0292
H  -3.5680  0.7934  0.6511
H  -2.5169  0.0732  -0.5700
H  -2.1980  3.2315  2.2125
H  -0.9791  3.2043  3.4950
H  -2.3285  2.0685  3.5347
H  -0.7517  0.8861  4.6857
H  0.9456  0.4389  4.5252
H  -0.2842  -0.7975  4.3609
H  2.5852  0.6718  2.8182
H  4.0869  -0.2568  2.7215
H  3.2533  -0.1212  4.2500
H  3.9136  -2.6830  3.6925
H  2.7621  -4.8284  3.3023
H  0.5049  -4.8514  2.3081
H  -1.2785  -3.7525  1.2059
H  -1.0430  -2.1061  0.5968
H  -1.7011  -2.3649  2.2112

Mulliken population analysis, charges in e, atoms 1 to 6: 2.40, -1.30, -0.30, -1.12, -1.35, 0.72

***

[2]
The following is a DFT calculation (ωB97M-V/def2-TZVPD) of a structure of composition C34H57NO3P2RhS.

The energy above the lowest of the compared OMol25 structures with the same formula, charge and spin is 0.0 kcal per mole. As for the net charge: +1. The frontier orbital gap (alpha / beta) is 7.09 / 6.33 eV. The total energy is -2801.41990 hartree. As for the HOMO energy (alpha / beta): -8.76 / -10.74 eV. Its multiplicity is 5. The value obtained for the LUMO energy (alpha / beta) is -0.061 / -0.162 Ha. The expectation value of S² is 6.0617.

Positions of all 99 atoms, in Å:
Rh  0.4474  -0.9118  -0.2536
C  0.9901  0.7667  -3.6911
C  2.0636  -0.2643  -3.3413
C  1.5853  -1.6581  -3.7479
P  2.4503  -0.1931  -1.5317
C  4.1769  -0.7882  -1.3098
C  4.3576  -2.2480  -1.7238
C  4.5627  -0.5982  0.1569
C  2.6142  1.6066  -1.2448
C  3.6841  2.3491  -1.7055
C  3.8154  3.7126  -1.4333
C  4.9754  4.5006  -1.9591
C  2.8381  4.3263  -0.6379
C  1.7533  3.6279  -0.1722
C  1.5896  2.2550  -0.4940
N  0.5647  1.4963  -0.0746
C  -0.5234  1.9983  0.6316
C  -1.2563  3.1197  0.2455
C  -2.3834  3.4865  0.9631
C  -2.7978  2.7615  2.0761
C  -4.0350  3.1449  2.8361
C  -2.0548  1.6405  2.4508
C  -0.9382  1.2344  1.7381
P  -0.0032  -0.3088  2.0256
C  -1.1441  -1.3821  2.9967
C  -0.8950  -2.8506  2.6464
C  -1.1672  -1.1754  4.5106
C  1.4812  0.1899  2.9901
C  2.3116  -1.0493  3.3279
C  1.2759  1.0945  4.2026
H  0.6846  0.6353  -4.7305
H  1.3370  1.7924  -3.5690
H  0.0987  0.6342  -3.0679
H  2.9890  -0.0139  -3.8740
H  0.6625  -1.9169  -3.2231
H  2.3067  -2.4435  -3.5320
H  1.3829  -1.6732  -4.8202
H  4.8235  -0.1717  -1.9427
H  3.6202  -2.8939  -1.2463
H  5.3461  -2.5858  -1.4082
H  4.2983  -2.3815  -2.8029
H  3.9611  -1.2535  0.7898
H  4.4228  0.4288  0.4991
H  5.6112  -0.8619  0.3018
H  4.4609  1.8699  -2.2892
H  5.7345  3.8510  -2.3907
H  5.4356  5.0934  -1.1682
H  4.6468  5.1955  -2.7344
H  2.9514  5.3706  -0.3747
H  1.0356  4.1158  0.4710
H  -0.9637  3.6745  -0.6364
H  -2.9541  4.3524  0.6500
H  -4.3165  4.1782  2.6405
H  -3.8900  3.0290  3.9100
H  -4.8782  2.5113  2.5526
H  -2.3822  1.0676  3.3098
H  -2.1249  -1.1134  2.5868
H  0.0957  -3.1759  2.9695
H  -0.9740  -3.0207  1.5721
H  -1.6334  -3.4778  3.1492
H  -0.2310  -1.4970  4.9674
H  -1.9638  -1.7809  4.9468
H  -1.3378  -0.1386  4.7994
H  2.0290  0.7613  2.2281
H  1.8444  -1.6305  4.1243
H  3.2995  -0.7502  3.6819
H  2.4396  -1.7042  2.4636
H  0.9166  0.5349  5.0654
H  0.5710  1.9030  4.0025
H  2.2283  1.5480  4.4835
C  -4.9318  1.2126  -3.1399
C  -4.4104  1.6739  -1.7858
C  -4.0207  0.5238  -0.8661
S  -2.5832  -0.3733  -1.5022
O  -1.8405  -0.8316  -0.2554
C  -3.3239  -1.8795  -2.1882
C  -3.4721  -3.0063  -1.1750
C  -4.4809  -2.7522  -0.0654
H  -5.2728  2.0577  -3.7360
H  -5.7736  0.5264  -3.0268
H  -4.1583  0.7024  -3.7187
H  -5.1754  2.2611  -1.2727
H  -3.5493  2.3328  -1.9166
H  -4.8492  -0.1662  -0.7063
H  -3.6620  0.8782  0.1037
H  -2.6549  -2.1842  -2.9941
H  -4.2718  -1.5717  -2.6352
H  -2.4877  -3.2104  -0.7502
H  -3.7538  -3.8950  -1.7450
H  -4.1397  -1.9638  0.6077
H  -4.6184  -3.6526  0.5323
H  -5.4597  -2.4715  -0.4607
C  1.1202  -5.2742  0.2214
O  1.7083  -3.9573  0.3330
C  1.0952  -2.9704  -0.3150
O  0.0747  -3.1690  -0.9818
H  1.6170  -5.8792  0.9732
H  1.3026  -5.6801  -0.7721
H  0.0492  -5.2261  0.4053

Mulliken population analysis, charges in e, atoms 1 to 6: -0.19, -1.54, 0.60, -1.27, 1.46, 0.33

***

[3]
The following is a DFT calculation (ωB97M-V/def2-TZVPD) of a structure of composition C23H36I2N3S4SiV.

The energy above the lowest of the compared OMol25 structures with the same formula, charge and spin is 0.0 kcal per mole. As for the net charge: +1. The frontier orbital gap (alpha / beta) is 6.94 / 6.44 eV. The total energy is -4483.70187 hartree. As for the HOMO energy (alpha / beta): -9.69 / -9.19 eV. Its multiplicity is 2. The value obtained for the LUMO energy (alpha / beta) is -0.101 / -0.101 Ha. The expectation value of S² is 0.7647.

Positions of all 70 atoms, in Å:
V  0.4878  -0.5183  -0.3892
C  0.9840  2.6664  -2.4651
C  -0.1835  2.3884  -3.4028
S  -1.7749  2.2253  -2.5279
C  -2.5967  0.9011  -3.4656
C  -2.4306  -0.4870  -2.8590
S  -0.6675  -0.7804  -2.5404
C  -0.4105  -2.5295  -2.9391
C  1.0912  -2.7475  -3.0459
S  2.0002  -2.0765  -1.5902
C  3.1538  -0.9322  -2.4145
C  2.5234  0.3466  -2.9474
S  1.7880  1.2901  -1.5835
H  0.6927  3.3547  -1.6695
H  1.7854  3.1561  -3.0212
H  -0.0156  1.4921  -3.9965
H  -0.2689  3.2316  -4.0882
H  -2.2218  0.9329  -4.4884
H  -3.6548  1.1609  -3.5007
H  -2.7834  -1.2490  -3.5560
H  -2.9909  -0.5876  -1.9308
H  -0.8869  -2.7519  -3.8941
H  -0.8531  -3.1585  -2.1663
H  1.4773  -2.2537  -3.9373
H  1.3207  -3.8089  -3.1128
H  3.6323  -1.4814  -3.2252
H  3.9151  -0.7102  -1.6689
H  1.7532  0.1243  -3.6874
H  3.2935  0.9630  -3.4137
I  -1.1386  1.2916  0.8139
C  -0.9931  0.9331  2.9148
I  -2.1856  -0.6693  3.6101
H  -1.3085  1.8370  3.4220
H  0.0423  0.6942  3.1239
C  -0.3572  -4.2722  1.6798
C  0.2087  -3.1578  1.0912
N  -0.5253  -2.2453  0.4449
C  -1.8543  -2.4052  0.3717
C  -2.5099  -3.5007  0.9234
C  -1.7222  -4.4507  1.5768
C  -3.9614  -3.7461  0.8848
C  -5.0334  -2.9495  0.8516
C  -5.2052  -1.4859  0.7939
C  -6.2546  -0.9281  1.5220
C  -6.4254  0.4398  1.4544
N  -5.6488  1.2147  0.6979
C  -4.6952  0.5888  0.0294
N  -4.4212  -0.7143  0.0367
H  0.2679  -4.9872  2.1954
H  1.2750  -2.9795  1.1263
H  -2.4203  -1.6327  -0.1283
H  -2.1910  -5.3238  2.0145
H  -4.1974  -4.8001  0.9974
H  -5.9819  -3.4663  0.9586
H  -6.9057  -1.5446  2.1261
H  -7.2126  0.9349  2.0109
H  -4.0658  1.2096  -0.6000
C  2.4340  1.7663  1.9153
Si  2.3597  -0.0469  1.3419
C  2.1255  -1.0883  2.9281
C  4.1727  -0.3849  0.8761
H  3.2684  1.8901  2.6126
H  1.5337  2.1222  2.4213
H  2.6147  2.4393  1.0731
H  2.6561  -0.6132  3.7587
H  2.5604  -2.0840  2.8020
H  1.0850  -1.2302  3.2329
H  4.7941  -0.2577  1.7676
H  4.5440  0.3243  0.1304
H  4.3427  -1.4002  0.5059

Mulliken population analysis, charges in e, atoms 1 to 6: 0.33, -1.01, -0.56, -0.06, -1.15, 0.47